{
  "formula": "C12H21N5O3Pd",
  "method": "ωB97M-V with the def2-TZVPD basis set",
  "homo_lumo_gap_ev": 7.36,
  "de_lowest_kj_mol": 43.1,
  "elements": ["Pd", "C", "C", "N", "O", "C", "C", "N", "O", "H", "H", "H", "H", "H", "H", "H", "N", "C", "O", "C", "C", "H", "H", "H", "H", "H", "H", "C", "C", "C", "C", "N", "N", "C", "H", "H", "H", "H", "H", "H", "H", "H"],
  "positions_angstrom": [[-0.21727, -0.37404, 0.39377], [3.69814, -2.24509, 1.63813], [2.58093, -1.45254, 1.02995], [1.36823, -1.86450, 1.02574], [1.16277, -3.09443, 1.64775], [2.85592, -0.14616, 0.44488], [4.25249, 0.33839, 0.19254], [1.82013, 0.62153, 0.22572], [1.96362, 1.80676, -0.19582], [3.30000, -3.01589, 2.28783], [4.35395, -1.58513, 2.20396], [4.28896, -2.72339, 0.85357], [0.20022, -3.10442, 1.76019], [4.89949, -0.47000, -0.15201], [4.69282, 0.77664, 1.09448], [4.21367, 1.11665, -0.56571], [-2.62852, -4.36422, 0.48211], [-2.19872, -3.12280, 0.80574], [-1.39611, -2.95578, 1.71648], [-2.81571, -1.98941, 0.00527], [-2.34663, -0.58859, 0.38126], [-2.28399, -5.15311, 0.99910], [-3.24838, -4.52511, -0.28952], [-3.90109, -2.09252, 0.13887], [-2.61611, -2.17447, -1.05328], [-2.61851, -0.35948, 1.40986], [-2.78973, 0.13762, -0.28926], [-1.30662, 5.03751, -0.01128], [-1.18123, 3.66899, -0.59138], [-1.30997, 3.19010, -1.87670], [-1.03793, 1.80851, -1.80477], [-0.77309, 1.48098, -0.55612], [-0.87573, 2.60219, 0.16970], [-0.99507, 0.77394, -2.88166], [-1.57694, 5.75508, -0.78357], [-0.36128, 5.35387, 0.43580], [-2.07061, 5.06654, 0.76868], [-1.54193, 3.76445, -2.76132], [-0.62689, 2.59013, 1.14041], [-1.22276, 1.21104, -3.85249], [-1.71007, -0.02494, -2.67356], [-0.00044, 0.32513, -2.91335]],
  "lowdin_charge": [0.841, -0.011, -0.294, -0.064, -0.067, -0.318, -0.048, -0.204, -0.172, 0.071, 0.086, 0.094, 0.009, 0.072, 0.083, 0.066, 0.170, -0.512, 0.000, -0.214, -0.230, 0.114, 0.104, 0.114, 0.104, 0.043, 0.030, -0.017, -0.289, 0.028, -0.332, -0.058, 0.067, -0.018, 0.081, 0.086, 0.082, 0.112, 0.163, 0.078, 0.067, 0.083]
}


{
  "formula": "C12H21NO8P2SiV",
  "method": "ωB97M-V with the def2-TZVPD basis set",
  "total_charge": 3,
  "homo_lumo_gap_ev": 6.67,
  "elements": ["V", "C", "C", "O", "P", "O", "O", "O", "P", "O", "O", "O", "H", "H", "H", "H", "H", "H", "H", "N", "C", "C", "C", "C", "C", "C", "C", "H", "H", "H", "H", "H", "C", "Si", "C", "C", "O", "H", "H", "H", "H", "H", "H", "H", "H", "H"],
  "positions_angstrom": [[1.18421, -0.40832, 0.14570], [-0.20670, 3.14945, 2.87602], [-0.00857, 1.95066, 1.94689], [1.32634, 1.51498, 1.97106], [-0.81957, 0.35183, 2.39953], [-2.31774, 0.36759, 2.06725], [-0.64519, 0.00778, 3.86253], [-0.14656, -0.71408, 1.45678], [-0.38790, 2.30774, 0.17391], [0.39843, 3.54550, -0.37973], [-1.83987, 2.33849, 0.00598], [0.41810, 1.11364, -0.54315], [-0.44138, 2.98949, 3.94771], [-1.04475, 3.79116, 2.46757], [0.65507, 3.76641, 2.70736], [1.95663, 2.10089, 2.36168], [-2.59451, 1.24270, 1.68828], [-1.43377, -0.16811, 4.40088], [-0.21111, 4.12558, -0.91481], [3.03993, -0.32431, 0.48794], [4.12941, -0.59507, 0.98903], [5.47841, -0.69775, 1.19549], [6.22592, -1.77338, 0.52158], [7.54416, -1.92250, 0.86606], [8.15566, -1.27063, 1.99385], [7.38061, -0.27799, 2.57196], [6.04781, -0.10079, 2.37739], [5.79799, -2.22038, -0.37557], [8.17031, -2.46073, 0.25416], [9.17423, -1.39421, 2.23567], [7.94835, 0.23011, 3.37869], [5.49344, 0.72712, 3.01832], [-5.93766, 0.41869, -3.99161], [-6.22390, -1.37592, -3.99634], [-6.23565, -2.34462, -2.46710], [-6.14575, -2.53082, -5.43091], [0.83861, -1.39708, -0.93039], [-6.49887, 0.71686, -3.11194], [-6.27500, 0.88852, -4.88857], [-4.84833, 0.54807, -3.81855], [-5.43809, -1.95711, -1.86716], [-6.08759, -3.40117, -2.75557], [-7.17573, -2.33173, -1.90306], [-6.40878, -2.18212, -6.38732], [-6.86130, -3.40927, -5.24876], [-5.12931, -2.93516, -5.35870]],
  "lowdin_charge": [1.096, -0.008, -0.564, -0.103, 0.574, -0.032, 0.014, -0.298, 0.443, -0.054, -0.221, -0.321, 0.115, 0.123, 0.094, 0.122, 0.122, 0.157, 0.154, 0.087, 0.023, -0.178, 0.049, -0.001, 0.069, -0.061, 0.015, 0.138, 0.101, 0.126, 0.144, 0.178, -0.144, 0.917, -0.157, -0.155, -0.102, 0.052, 0.048, 0.075, 0.039, 0.067, 0.072, 0.027, 0.095, 0.064]
}


{
  "formula": "C12H22AlBeCl2FIKN2O13PS",
  "method": "ωB97M-V with the def2-TZVPD basis set",
  "total_charge": -1,
  "homo_lumo_gap_ev": 1.63,
  "elements": ["O", "C", "C", "C", "F", "C", "C", "C", "C", "C", "I", "C", "O", "N", "H", "H", "H", "H", "H", "H", "H", "H", "H", "H", "H", "H", "H", "Al", "O", "H", "H", "O", "H", "C", "C", "N", "H", "H", "H", "C", "Cl", "Cl", "H", "H", "O", "S", "O", "O", "O", "O", "H", "Be", "O", "P", "O", "O", "O", "K"],
  "positions_angstrom": [[-2.76367, 2.05113, 0.97838], [-2.21772, 0.98806, 0.80819], [-1.64068, 0.63547, -0.54814], [-1.29807, -0.86453, -0.75908], [-2.44720, -1.40751, -1.24130], [-0.58870, -1.62013, 0.34887], [0.68040, -0.76477, 0.43987], [1.79256, -1.31702, 1.36372], [2.21559, -0.35269, 2.46922], [2.79861, 0.98889, 2.01630], [4.20992, 0.84622, 0.40190], [0.96556, -0.70237, -1.06630], [2.05115, -0.56409, -1.63041], [-0.21168, -0.84048, -1.76703], [-2.16154, 0.25752, 1.64099], [-0.80771, 1.30580, -0.75217], [-2.40206, 0.89212, -1.28426], [-1.14565, -1.89699, 1.28390], [-0.21003, -2.50581, -0.17389], [0.48124, 0.23930, 0.82163], [2.64017, -1.71963, 0.80376], [1.34381, -2.18157, 1.86093], [1.31021, -0.12045, 3.04005], [2.89434, -0.81928, 3.17885], [3.34333, 1.42457, 2.84535], [2.02865, 1.69857, 1.73157], [-0.35672, -0.10046, -2.45695], [3.23570, -2.44901, -1.78137], [-1.53617, -2.94630, -4.34605], [-0.81849, -3.45845, -4.75567], [-1.08234, -2.42407, -3.67986], [1.10022, -0.40957, -4.75673], [1.10197, -0.59122, -3.81075], [-3.87281, 2.70670, 4.23706], [-3.32694, 1.70584, 5.14923], [-2.89505, 0.91853, 5.86288], [-4.94871, 2.79249, 4.37952], [-3.40701, 3.67299, 4.42249], [-3.66737, 2.40507, 3.21342], [-6.08901, 0.83515, 0.10484], [-7.18798, 1.62283, 1.24325], [-5.69242, -0.81453, 0.61195], [-6.56446, 0.79368, -0.86787], [-5.17313, 1.41319, 0.05176], [6.13637, 4.49604, -2.10998], [6.10222, 4.41834, -0.64385], [4.69806, 4.40114, -0.20555], [6.80229, 5.57933, -0.08631], [6.75689, 3.18596, -0.18158], [-0.36393, 3.17921, 4.80300], [-1.10996, 2.57623, 4.93739], [-2.87945, -2.22127, 1.75018], [0.57394, -4.44884, -5.54115], [1.87120, -4.75659, -4.80036], [1.93268, -4.06875, -3.44044], [3.02583, -4.30385, -5.68765], [1.94085, -6.26862, -4.62897], [4.50571, -0.73641, -3.80263]],
  "lowdin_charge": [0.052, -0.242, -0.037, -0.481, 0.050, -0.120, -0.189, -0.191, -0.278, -0.572, 0.962, -0.409, -0.193, 0.190, 0.076, 0.142, 0.144, -0.082, 0.151, 0.145, 0.032, 0.121, 0.125, 0.113, 0.048, 0.051, 0.163, 0.900, -0.082, -0.021, -0.015, -0.435, -0.212, -0.059, -0.298, 0.133, 0.079, 0.088, 0.054, -1.015, 0.507, 0.440, 0.028, 0.003, -0.219, 0.225, -0.225, -0.199, -0.284, -0.291, -0.139, 0.466, -0.105, -0.089, -0.463, -0.130, -0.108, 0.695]
}


{
  "formula": "C12H22AlCl2N2OSSn",
  "method": "ωB97M-V with the def2-TZVPD basis set",
  "total_charge": 1,
  "homo_lumo_gap_ev": 5.13,
  "elements": ["C", "C", "Cl", "C", "Cl", "Al", "C", "C", "C", "C", "C", "C", "C", "S", "C", "N", "N", "C", "O", "H", "H", "H", "H", "H", "H", "H", "H", "H", "H", "H", "H", "H", "H", "H", "H", "H", "H", "H", "H", "H", "H", "Sn"],
  "positions_angstrom": [[0.91418, 2.42332, 1.38725], [0.27468, 3.05305, 0.14812], [1.41231, 4.27243, -0.56214], [-1.07033, 3.72755, 0.36583], [-1.03526, 4.89399, 1.72962], [-2.55785, 2.49909, 0.76229], [-2.36915, 0.75056, 1.72748], [-1.64718, -0.07504, 0.64903], [-1.31024, -1.50493, 1.08958], [-1.06316, -2.42960, -0.11783], [0.30882, -3.11728, -0.08638], [0.92961, -3.32145, -1.47056], [2.45017, -3.48893, -1.39210], [3.39038, -2.60523, -2.66942], [3.22574, -1.00229, -1.99393], [3.81402, -0.51375, -0.96999], [3.33437, 0.78890, -0.81921], [2.51343, 0.97192, -1.78218], [2.36902, -0.10905, -2.57185], [0.21071, 2.37817, 2.22161], [1.78349, 2.99432, 1.70339], [1.27057, 1.41650, 1.16529], [0.17186, 2.32720, -0.66184], [-1.31519, 4.28356, -0.54006], [-3.78241, 3.33855, 1.68772], [-3.55975, 2.10476, -0.48886], [-3.30193, 0.20326, 1.97058], [-1.84704, 0.83810, 2.68170], [-2.23877, -0.10266, -0.27371], [-0.71038, 0.43121, 0.39182], [-2.11061, -1.87355, 1.73590], [-0.39071, -1.45335, 1.67790], [-1.11645, -1.82888, -1.03327], [-1.85665, -3.17460, -0.19960], [0.19122, -4.09717, 0.38647], [0.99889, -2.55113, 0.54681], [0.69265, -2.46368, -2.10729], [0.48650, -4.19228, -1.95896], [2.83230, -3.16129, -0.42524], [2.75477, -4.52761, -1.53075], [1.97106, 1.87874, -1.99916], [-5.01768, 2.01856, 1.62596]],
  "lowdin_charge": [-0.134, -0.811, 0.629, -0.769, 0.606, 0.159, -0.297, -0.281, -0.182, -0.188, -0.206, -0.248, -0.465, 0.987, -0.697, 0.074, 0.072, -0.211, 0.035, 0.060, 0.077, 0.067, 0.066, 0.058, -0.148, 0.022, 0.000, 0.087, 0.104, 0.090, 0.114, 0.114, 0.102, 0.117, 0.122, 0.105, 0.091, 0.118, 0.074, 0.076, 0.099, 1.313]
}


{
  "formula": "C12H22AuBrN5S2",
  "method": "ωB97M-V with the def2-TZVPD basis set",
  "total_charge": 3,
  "homo_lumo_gap_ev": 5.76,
  "de_lowest_kj_mol": 0.0,
  "elements": ["Au", "C", "C", "C", "C", "C", "Br", "N", "C", "H", "H", "H", "H", "H", "H", "C", "C", "N", "C", "S", "N", "C", "C", "H", "H", "H", "H", "H", "H", "H", "H", "H", "H", "H", "H", "N", "C", "N", "S", "H", "H", "H", "H"],
  "positions_angstrom": [[1.47987, 1.44518, -0.28022], [6.20948, -1.31891, 0.37753], [5.22285, -0.35797, 0.96810], [5.39863, 0.20376, 2.23227], [4.47644, 1.10410, 2.74252], [3.38365, 1.42562, 1.96966], [2.08849, 2.64020, 2.60131], [3.18409, 0.89547, 0.75338], [4.09085, 0.02014, 0.26829], [6.73365, -1.87037, 1.15480], [6.96800, -0.77149, -0.18684], [5.73660, -2.01423, -0.31307], [6.26734, -0.05980, 2.82315], [4.60167, 1.54986, 3.71863], [3.89527, -0.37513, -0.71934], [-4.30501, -2.37811, 2.21448], [-3.61506, -2.28586, 0.86985], [-2.92715, -0.96301, 0.75529], [-2.30039, -0.41624, -0.25763], [-1.77297, 1.24299, 0.19555], [-2.03661, -0.91561, -1.44064], [-2.35945, -2.25382, -2.01431], [-3.66402, -2.24555, -2.79177], [-4.80184, -3.34341, 2.28849], [-5.06270, -1.60262, 2.33477], [-3.59112, -2.30412, 3.03592], [-4.32792, -2.39020, 0.05295], [-2.87500, -3.07830, 0.77381], [-3.02542, -0.39088, 1.58790], [-1.62105, -0.28248, -2.10704], [-2.36343, -2.99083, -1.22030], [-1.52735, -2.49890, -2.67215], [-4.50379, -1.91776, -2.17836], [-3.87282, -3.25498, -3.14377], [-3.60580, -1.59421, -3.66391], [-1.79157, 4.28504, -1.75877], [-0.65189, 3.81553, -1.32136], [0.32322, 4.55490, -0.87071], [-0.42465, 2.02023, -1.41525], [-1.98163, 5.28146, -1.81434], [-2.51204, 3.67121, -2.11451], [0.25782, 5.56923, -0.86067], [1.20275, 4.14984, -0.57369]],
  "lowdin_charge": [0.616, -0.012, -0.215, 0.050, -0.052, -0.740, 0.800, -0.180, -0.066, 0.099, 0.108, 0.093, 0.147, 0.127, 0.126, -0.052, -0.181, 0.050, -0.612, 0.774, 0.061, -0.172, -0.050, 0.104, 0.096, 0.094, 0.121, 0.126, 0.134, 0.106, 0.105, 0.136, 0.077, 0.103, 0.089, 0.207, -0.649, 0.209, 0.639, 0.172, 0.143, 0.173, 0.097]
}


{
  "formula": "C12H22BN2O5S2",
  "method": "ωB97M-V with the def2-TZVPD basis set",
  "total_charge": -1,
  "homo_lumo_gap_ev": 9.05,
  "elements": ["C", "B", "O", "S", "O", "O", "N", "S", "O", "O", "C", "C", "C", "C", "N", "C", "H", "H", "H", "H", "H", "H", "H", "H", "C", "C", "C", "C", "C", "C", "H", "H", "H", "H", "H", "H", "H", "H", "H", "H", "H", "H", "H", "H"],
  "positions_angstrom": [[3.80822, 1.59906, -0.32760], [3.15268, 3.02247, -0.27109], [3.59387, 4.06988, -1.01692], [1.74353, 3.27142, 0.95404], [1.25259, 1.94213, 1.29880], [2.32560, 4.01213, 2.06416], [0.62900, 4.20230, 0.26255], [-0.12738, 3.50796, -0.95073], [-0.88049, 4.50665, -1.67425], [0.75000, 2.67617, -1.76302], [-1.38435, 2.41640, -0.28534], [-1.78337, 2.49493, 1.03364], [-2.80093, 1.63283, 1.42788], [-3.33828, 0.76771, 0.48831], [-2.96316, 0.70025, -0.78634], [-1.98295, 1.52571, -1.15953], [3.04581, 0.84790, -0.54017], [4.19667, 1.34539, 0.66320], [4.61477, 1.53606, -1.06122], [3.99646, 3.73313, -1.82502], [-1.31660, 3.19080, 1.71466], [-3.16254, 1.62303, 2.44736], [-4.12184, 0.08107, 0.79944], [-1.65548, 1.48741, -2.19133], [-1.63823, -4.73529, -0.75395], [-1.55917, -3.77453, 0.42905], [-1.44413, -2.30764, 0.01572], [-0.19057, -1.95705, -0.78334], [1.12178, -2.30287, -0.08168], [1.30539, -1.57251, 1.24583], [-0.73496, -4.69459, -1.36465], [-1.75839, -5.76619, -0.41359], [-2.48913, -4.49213, -1.39429], [-0.71824, -4.05409, 1.07033], [-2.45943, -3.89247, 1.03977], [-1.48091, -1.68373, 0.91278], [-2.32271, -2.03015, -0.57379], [-0.20962, -0.88401, -0.99536], [-0.21816, -2.45649, -1.75754], [1.94884, -2.04503, -0.75037], [1.18960, -3.38445, 0.08003], [1.26275, -0.49126, 1.11493], [2.27122, -1.82000, 1.69277], [0.53231, -1.84833, 1.96585]],
  "lowdin_charge": [-0.020, -0.555, 0.134, 0.537, -0.357, -0.349, -0.324, 0.518, -0.326, -0.337, -0.256, -0.045, -0.059, -0.181, 0.062, -0.128, 0.061, 0.075, 0.058, 0.105, 0.112, 0.098, 0.098, 0.117, -0.118, -0.271, -0.236, -0.217, -0.266, -0.100, 0.063, 0.063, 0.072, 0.095, 0.101, 0.098, 0.098, 0.104, 0.101, 0.100, 0.092, 0.053, 0.069, 0.065]
}